Molecular formula: C27H45Cl4O2PRh
Method: DFT, ωB97M-V/def2-TZVPD

Maximum force in eV/A: 3.23
2S+1: 5
HOMO (alpha / beta) in eV: -1.43 / -5.02
ΔE to the lowest compared entry with this formula, charge and spin in eV: 0.129
E in eV: -95209.452
Total charge: -1
Kohn-Sham gap (alpha / beta) in eV: 4.1 / 7.3
LUMO (alpha / beta) in eV: 2.6593 / 2.2929

Geometry (Å):
Rh  0.905  0.099  2.103
P  -0.109  0.359  -0.182
Cl  1.402  2.380  2.055
C  -1.704  -0.430  0.809
H  -2.644  -0.376  0.255
H  -1.711  0.276  1.662
C  1.845  0.606  -0.645
C  -0.886  2.075  -0.498
C  2.307  0.731  -2.098
H  1.988  1.580  -0.157
C  3.781  1.166  -2.185
H  2.202  -0.235  -2.609
H  1.702  1.461  -2.649
C  4.731  0.314  -1.331
H  4.103  1.135  -3.235
H  3.854  2.213  -1.856
C  4.198  0.025  0.075
H  4.925  -0.635  -1.847
H  5.696  0.827  -1.249
C  2.720  -0.408  0.083
H  4.810  -0.755  0.549
H  4.289  0.929  0.693
H  2.633  -1.389  -0.408
H  2.414  -0.541  1.159
C  -0.625  -0.646  -1.701
C  -2.356  2.056  -0.949
H  -0.813  2.488  0.521
C  -2.971  3.448  -0.796
H  -2.406  1.780  -2.010
H  -2.948  1.322  -0.396
C  -2.249  4.465  -1.685
H  -4.037  3.413  -1.051
H  -2.904  3.763  0.253
C  -0.725  4.433  -1.506
H  -2.500  4.265  -2.737
H  -2.621  5.474  -1.469
C  -0.105  3.026  -1.421
H  -0.255  4.978  -2.335
H  -0.465  4.981  -0.590
H  -0.082  2.609  -2.439
H  0.935  3.130  -1.084
C  0.145  -1.961  -1.827
H  -1.671  -0.900  -1.479
C  -0.589  -2.883  -2.810
H  1.168  -1.767  -2.184
H  0.239  -2.471  -0.859
C  -0.868  -2.219  -4.166
H  0.003  -3.794  -2.955
H  -1.543  -3.191  -2.356
C  -1.435  -0.798  -4.055
H  0.062  -2.186  -4.748
H  -1.569  -2.841  -4.734
C  -0.654  0.061  -3.056
H  -1.423  -0.306  -5.035
H  -2.486  -0.846  -3.734
H  0.369  0.205  -3.426
H  -1.112  1.053  -2.992
C  0.107  -1.786  1.780
C  -1.417  -1.812  1.294
H  0.722  -1.993  0.880
C  -2.472  -2.272  2.327
H  -1.471  -2.533  0.457
C  -1.909  -2.698  3.682
H  -3.189  -1.456  2.507
H  -3.064  -3.108  1.917
C  -0.632  -3.525  3.569
H  -1.735  -1.798  4.293
H  -2.661  -3.287  4.223
C  0.512  -2.819  2.819
H  -0.281  -3.815  4.569
H  -0.867  -4.459  3.034
H  1.200  -2.342  3.530
H  1.102  -3.595  2.304
Cl  -0.375  1.738  7.038
C  0.202  0.221  6.334
Cl  1.863  -0.103  6.855
Cl  -0.851  -1.147  6.792
C  0.087  0.340  4.738
O  -1.024  0.611  4.264
O  1.190  0.086  4.115

Cartesian forces, eV/Å:
-0.1 0.2 1.4
-1.7 0.0 -2.6
0.3 1.6 -0.2
-0.3 1.1 0.5
0.0 0.1 -0.1
-0.4 -0.4 -0.1
0.6 0.8 -0.4
0.4 -0.3 0.2
0.2 -0.1 0.0
0.0 -0.2 -0.1
0.0 0.1 0.2
0.1 0.2 0.0
0.2 -0.2 0.2
-0.1 -0.1 -0.1
0.0 0.1 0.1
0.0 -0.1 0.0
-0.2 0.2 0.2
-0.1 0.0 0.0
0.0 -0.1 -0.1
0.4 0.1 -0.2
-0.1 0.2 0.0
-0.1 -0.1 -0.1
-0.1 0.0 0.3
0.7 -0.3 -0.7
0.1 0.3 0.2
0.0 0.0 0.1
-0.2 0.0 -0.2
0.1 0.1 0.0
-0.2 0.0 0.2
0.1 0.3 -0.1
0.0 -0.1 -0.1
0.1 0.1 0.0
0.0 -0.1 -0.1
0.0 0.1 0.3
0.0 -0.1 0.1
0.1 -0.1 -0.1
0.0 0.0 -0.3
0.0 0.0 0.1
-0.1 -0.1 0.0
0.1 0.1 0.3
-0.3 0.0 -0.1
-0.1 -0.3 -0.1
0.2 0.0 -0.1
0.0 0.0 0.0
-0.3 -0.1 0.1
0.0 0.2 -0.3
0.1 0.0 -0.1
-0.1 0.0 -0.1
0.2 0.1 0.0
0.0 0.0 0.1
0.0 0.0 0.1
0.1 0.0 0.0
0.1 -0.1 -0.3
-0.1 -0.2 0.0
0.1 0.0 0.0
-0.3 -0.1 0.0
0.2 -0.4 -0.1
-1.7 -1.5 -1.4
1.6 -0.6 0.3
-0.5 -0.2 0.3
-0.3 -0.1 0.2
-0.1 0.3 0.0
0.2 0.3 0.4
0.1 -0.2 -0.1
0.2 0.2 0.0
0.0 -0.1 -0.1
0.1 -0.3 -0.3
0.0 0.1 -0.1
0.4 -0.3 0.2
-0.1 0.0 -0.2
-0.1 0.1 0.1
-0.1 -0.2 0.1
0.0 0.0 0.3
0.0 -0.1 0.2
0.0 0.0 -1.0
-0.2 0.0 0.1
0.1 0.2 0.3
0.4 -0.1 -0.9
1.4 -0.3 0.6
-1.1 0.3 3.0

Charges in e, computed with Löwdin, in the same order as the atoms: number 1, Rh, carries 0.7474; number 2, P, carries 1.0193; number 3, Cl, carries -0.0459; number 4, C, carries -0.2836; number 5, H, carries 0.0628; number 6, H, carries 0.0755; number 7, C, carries -0.4104; number 8, C, carries -0.3915; number 9, C, carries -0.2214; number 10, H, carries 0.0055; number 11, C, carries -0.1941; number 12, H, carries 0.0908; number 13, H, carries 0.0852; number 14, C, carries -0.2088; number 15, H, carries 0.1033; number 16, H, carries 0.1132; number 17, C, carries -0.1908; number 18, H, carries 0.1057; number 19, H, carries 0.1018; number 20, C, carries -0.2433; number 21, H, carries 0.1086; number 22, H, carries 0.1140; number 23, H, carries 0.1143; number 24, H, carries 0.0438; number 25, C, carries -0.3836; number 26, C, carries -0.2062; number 27, H, carries 0.0652; number 28, C, carries -0.2009; number 29, H, carries 0.0992; number 30, H, carries 0.0860; number 31, C, carries -0.2124; number 32, H, carries 0.1042; number 33, H, carries 0.1182; number 34, C, carries -0.1911; number 35, H, carries 0.1064; number 36, H, carries 0.1009; number 37, C, carries -0.2096; number 38, H, carries 0.1038; number 39, H, carries 0.1135; number 40, H, carries 0.0905; number 41, H, carries 0.0970; number 42, C, carries -0.2033; number 43, H, carries 0.1003; number 44, C, carries -0.1948; number 45, H, carries 0.0964; number 46, H, carries 0.0882; number 47, C, carries -0.2057; number 48, H, carries 0.1050; number 49, H, carries 0.1121; number 50, C, carries -0.1971; number 51, H, carries 0.1084; number 52, H, carries 0.1002; number 53, C, carries -0.2092; number 54, H, carries 0.1048; number 55, H, carries 0.1129; number 56, H, carries 0.0923; number 57, H, carries 0.0724; number 58, C, carries -0.3516; number 59, C, carries -0.3692; number 60, H, carries 0.0328; number 61, C, carries -0.1636; number 62, H, carries 0.1155; number 63, C, carries -0.2202; number 64, H, carries 0.1078; number 65, H, carries 0.1049; number 66, C, carries -0.2018; number 67, H, carries 0.0580; number 68, H, carries 0.1038; number 69, C, carries -0.2282; number 70, H, carries 0.0978; number 71, H, carries 0.1037; number 72, H, carries 0.0828; number 73, H, carries 0.0983; number 74, Cl, carries 0.5854; number 75, C, carries -1.4957; number 76, Cl, carries 0.5786; number 77, Cl, carries 0.5925; number 78, C, carries -0.7882; number 79, O, carries -0.0340; number 80, O, carries -0.2745